Entry 1:
Density functional theory data (ωB97M-V/def2-TZVPD) for a molecular structure, C6H13KO8.

Last column: natural (NBO) charge in e.
CARTESIAN COORDINATES (ANGSTROEM)
K 0.35004 -0.89152 0.43117  0.95
O -0.20784 0.26653 2.89502  -0.94
O 3.35444 0.19147 0.38929  -0.74
O -0.41778 3.60323 -1.72601  -0.82
O 2.90998 -1.73141 -0.60581  -0.85
O -2.16698 -2.30583 -0.09418  -0.81
O 0.94087 -1.24107 -2.48793  -0.96
O 0.30602 1.92590 -0.53421  -0.77
O -2.86604 -1.43740 1.85905  -0.81
C -2.97462 -1.62242 0.60793  0.75
C 3.70404 -0.90180 -0.09346  0.74
C -1.87502 2.87383 -0.14681  -0.71
C 5.15117 -1.24951 -0.09968  -0.72
C -0.54839 2.77852 -0.79543  0.73
C -4.12576 -0.89014 -0.06215  -0.73
H -4.95760 -1.56779 -0.25428  0.19
H -2.64326 2.75892 -0.91145  0.21
H -2.05993 3.78574 0.42092  0.19
H -3.69656 -0.31270 -0.88097  0.22
H 5.77882 -0.63778 0.54834  0.20
H 5.53954 -0.97475 -1.08037  0.20
H 0.83502 -2.13697 -2.80792  0.45
H -1.99080 2.02344 0.52516  0.19
H 5.33480 -2.31486 0.03965  0.20
H -4.59188 -0.16706 0.60715  0.20
H 1.83986 -1.20767 -2.16093  0.50
H -1.10988 0.58111 2.83508  0.49
H 0.18784 0.80196 3.58276  0.46

Its HOMO energy is -1.3784 eV. The calculation puts the LUMO energy at 0.172 Ha. Its net charge is -2. The value obtained for the HOMO-LUMO gap is 0.2226 Eh.


Entry 2:
Density functional theory data (ωB97M-V/def2-TZVPD) for 2 unconnected molecules or ions with the total composition C2H5NS.

Last column: natural (NBO) charge in e.
CARTESIAN COORDINATES (ANGSTROEM)
S -3.94977 -0.00693 0.00568  -0.07
N -0.95586 -0.38801 0.35599  -0.63
C -0.21433 0.71404 -0.12046  -0.24
C 0.31824 -0.65375 -0.38082  -0.25
H -1.23578 -0.47617 1.30046  0.40
H 0.39988 -0.97022 -1.43238  0.22
H 1.02125 -0.85172 0.33538  0.20
H -0.55694 1.39984 -0.95619  0.19
H 0.16533 1.42292 0.71374  0.18

Its HOMO energy (spin up / spin down) is -9.1702 / -9.1827 eV. The calculation puts the LUMO energy (spin up / spin down) at -0.075 / -0.075 Ha. The value obtained for the HOMO-LUMO gap (spin up / spin down) is 0.2616 / 0.2622 Eh.


The records above yield DFT total energy values of -39141.39194 -14475.25302 eV, respectively.
The records above yield max |F| values of 2.6 4.1 eV/Å, respectively.